No. 1
ORCA calculation (the ωB97M-V functional and the def2-TZVPD basis) on a structure of composition C7H6BF4N5OPdS3 in a non-equilibrium geometry.

Summary:
**Kohn-Sham gap (alpha / beta)**: 6.58 / 6.59 eV
**Electronic energy**: -64395.75079 eV
**Molar mass**: 465.58 g/mol
**Charge**: -2
**Energy above the lowest of the compared OMol25 structures with the same formula, charge and spin**: 146.3 kJ/mol
**HOMO energy (alpha / beta)**: -2.61 / -2.61 eV

```
28
C7H6BF4N5OPdS3 | the OMol25 dataset | the ωB97M-V functional and the def2-TZVPD basis
N 4.2733 4.1545 -1.6158
N 0.8378 -2.8650 -1.6857
H -2.2055 -0.3490 1.1507
S 0.4265 1.1936 0.1464
F -2.3193 -1.1411 -3.9138
C 2.2075 3.1517 -0.5116
H -1.5587 -1.3619 -0.0479
H 0.2854 -1.3103 3.4610
C -0.5669 -1.4588 1.6704
H -1.3363 0.7504 3.3888
H -1.4586 -0.4166 4.7265
F -0.2027 -0.3855 -3.4785
C 1.5345 4.0533 0.3135
C 3.3373 3.6683 -1.1474
C 0.9330 -4.0263 -1.5872
N 1.0293 4.8321 1.0009
F -1.7830 -0.2296 -1.8908
C 1.8000 1.8288 -0.6739
B -1.5799 -0.1608 -3.3044
O 0.4101 -2.0197 1.1968
F -1.9493 1.0738 -3.7642
C -1.5395 -0.2959 3.6462
S 2.6308 0.7065 -1.6602
N -0.6159 -1.2057 3.0187
H -2.5549 -0.5437 3.3369
Pd 0.5884 -0.8277 -1.1825
N -1.6976 -1.1973 0.9528
S 1.0740 -5.6180 -1.5456
```

---

No. 2
ORCA calculation (the ωB97M-V functional and the def2-TZVPD basis) on a structure of composition C7H6Cl2FeN2O3SSc in a non-equilibrium geometry.

Summary:
**Kohn-Sham gap (alpha / beta)**: 7.70 / 5.51 eV
**Electronic energy**: -107398.16783 eV
**Molar mass**: 369.91 g/mol
**Charge**: +4
**Multiplicity**: 6
**Energy above the lowest of the compared OMol25 structures with the same formula, charge and spin**: 169.2 kJ/mol
**HOMO energy (alpha / beta)**: -24.34 / -24.33 eV

```
23
C7H6Cl2FeN2O3SSc | the OMol25 dataset | the ωB97M-V functional and the def2-TZVPD basis
H 0.7710 -2.1203 3.6618
C -0.5296 0.2116 1.6506
O 2.0029 -1.9173 -4.4639
Sc -0.8599 -0.5366 -3.3462
H -0.9448 2.2804 1.4259
C 0.2862 -1.8735 2.7154
Cl -2.1663 -1.7362 -4.8541
O 2.0125 0.8263 -1.0807
S -1.1573 -0.6315 0.3157
Cl -1.7847 1.9694 -2.7411
C 1.0938 -1.4724 -3.9017
C 0.0851 1.7092 3.2149
C -0.1302 0.6299 -5.0413
C 0.9174 0.6777 -1.4987
C 0.4577 0.4773 3.6477
H 0.2020 2.6736 3.6680
H -0.6724 -2.3962 2.6440
Fe -0.8477 1.0324 -1.0395
H 0.9116 -2.1906 1.8736
H 0.9241 0.1693 4.5675
N -0.5294 1.5356 1.9874
N 0.0667 -0.4313 2.6843
O -0.1089 1.1132 -6.0895
```

---

No. 3
ORCA calculation (the ωB97M-V functional and the def2-TZVPD basis) on an isolated molecule of C7H6Cl2S in a non-equilibrium geometry.

Summary:
**Kohn-Sham gap**: 8.19 eV
**Electronic energy**: -43230.01722 eV
**Molar mass**: 193.10 g/mol
**Energy above the lowest of the compared OMol25 structures with the same formula, charge and spin**: 331.0 kJ/mol
**HOMO energy**: -8.92 eV

```
16
C7H6Cl2S | the OMol25 dataset | the ωB97M-V functional and the def2-TZVPD basis
C -1.8188 -1.3599 -2.2328
C 1.9913 2.3030 1.4545
C 0.4782 0.7836 0.8502
C -1.6979 -2.5084 -1.2130
H -0.5942 -2.7575 -0.8464
H 2.4712 3.3221 1.4359
H -2.4993 -1.4286 -3.0361
S 1.6334 -0.1795 1.7001
C 0.8670 2.0583 0.7972
H 0.3239 2.9976 0.6241
Cl -1.0452 0.1602 0.3004
H -0.8354 -0.8623 -2.5271
Cl -2.7949 -3.8236 -1.2128
C -2.3797 -1.1915 -0.8233
H 3.3268 1.2406 2.7229
C 2.5736 1.2459 2.0063
```

---

No. 4
ORCA calculation (the ωB97M-V functional and the def2-TZVPD basis) on an isolated molecule of C7H6ClN3 in a non-equilibrium geometry.

Summary:
**Kohn-Sham gap**: 9.38 eV
**Electronic energy**: -24345.48314 eV
**Molar mass**: 167.60 g/mol
**Energy above the lowest of the compared OMol25 structures with the same formula, charge and spin**: 82.6 kJ/mol
**HOMO energy**: -9.62 eV
**Structure (SMILES)**: CN(Cl)c1ncccc1C#N

```
17
C7H6ClN3 | the OMol25 dataset | the ωB97M-V functional and the def2-TZVPD basis
N 1.1045 0.5000 -0.0346
H 0.0034 -3.2517 0.1395
Cl -2.4157 1.2015 1.1030
C -0.6068 -1.2013 0.0791
H -1.1519 3.4441 -0.4031
C 0.4299 -2.1682 0.1192
C -1.9557 -1.5304 -0.1178
C 1.7636 -1.7779 0.0543
H 2.3846 -2.6313 -0.0144
H -0.1437 2.9210 0.7593
C 2.0214 -0.4242 -0.0023
H 0.4606 2.6046 -0.9199
N -1.3126 1.4671 -0.2550
N -3.0716 -1.7329 -0.2386
H 3.1074 -0.2406 -0.0676
C -0.1679 0.1768 -0.0318
C -0.4496 2.6434 -0.1692
```

---

Copy entry 4 word for word.
ORCA calculation (the ωB97M-V functional and the def2-TZVPD basis) on an isolated molecule of C7H6ClN3 in a non-equilibrium geometry.

Summary:
**Kohn-Sham gap**: 9.38 eV
**Electronic energy**: -24345.48314 eV
**Molar mass**: 167.60 g/mol
**Energy above the lowest of the compared OMol25 structures with the same formula, charge and spin**: 82.6 kJ/mol
**HOMO energy**: -9.62 eV
**Structure (SMILES)**: CN(Cl)c1ncccc1C#N

```
17
C7H6ClN3 | the OMol25 dataset | the ωB97M-V functional and the def2-TZVPD basis
N 1.1045 0.5000 -0.0346
H 0.0034 -3.2517 0.1395
Cl -2.4157 1.2015 1.1030
C -0.6068 -1.2013 0.0791
H -1.1519 3.4441 -0.4031
C 0.4299 -2.1682 0.1192
C -1.9557 -1.5304 -0.1178
C 1.7636 -1.7779 0.0543
H 2.3846 -2.6313 -0.0144
H -0.1437 2.9210 0.7593
C 2.0214 -0.4242 -0.0023
H 0.4606 2.6046 -0.9199
N -1.3126 1.4671 -0.2550
N -3.0716 -1.7329 -0.2386
H 3.1074 -0.2406 -0.0676
C -0.1679 0.1768 -0.0318
C -0.4496 2.6434 -0.1692
```